Molecular formula: B2H30NiO11
Method: DFT, the ωB97M-V functional and the def2-TZVPD basis

Atoms and positions in Å:
Ni 0.5599 0.6181 2.1394
B -1.3336 1.1249 3.2035
H -0.9884 0.3285 4.0379
H -2.3536 1.6493 3.5180
H -0.4972 2.0097 3.1114
H -1.5400 0.5605 2.1607
B -0.0296 -0.0311 -0.1523
H -0.5194 -0.5063 -1.1238
H -0.7227 0.8319 0.2875
H 0.2692 -0.8371 0.6937
H 0.9810 0.5590 -0.4450
O -2.4363 -3.3793 -1.3183
H -1.6045 -3.2360 -0.8522
H -2.9356 -2.5639 -1.1706
O -0.2308 -1.1343 -3.7119
H -0.3424 -0.2469 -4.0609
H -0.1433 -1.0204 -2.7571
O 2.9527 -0.6123 -1.3568
H 2.0571 -0.6790 -0.9942
H 3.3248 -1.4975 -1.2992
O -0.7290 2.0656 -2.1593
H -0.1619 1.8961 -2.9168
H -0.5831 1.3158 -1.5612
O 0.8569 2.5424 1.3224
H 1.0949 2.7220 0.4084
H 0.7032 3.3928 1.7440
O -3.0872 -0.8122 -0.0308
H -3.4692 -0.1600 -0.6343
H -2.1378 -0.6496 -0.0754
O -3.5280 1.0609 -2.1780
H -3.6073 0.4492 -2.9152
H -2.5883 1.2889 -2.1455
O 0.5401 -1.2660 3.0702
H 1.2750 -1.7813 3.4142
H -0.2437 -1.8244 3.1154
O 0.1685 -3.6096 -0.0852
H 0.7582 -2.9945 0.3597
H 0.7181 -4.3490 -0.3593
O 2.5564 0.3049 1.4688
H 3.2931 0.6309 1.9952
H 2.9137 0.1931 0.5676
O 3.7026 2.4156 -0.4153
H 4.2494 2.8657 -1.0656
H 2.8381 2.3645 -0.8336

Summary:
E_HOMO (alpha / beta): -9.76 / -9.76 eV
gap between HOMO and LUMO (alpha / beta): 9.09 / 8.40 eV
E: -2403.4958 hartree
spin multiplicity: 3
energy above the lowest of the compared OMol25 structures with the same formula, charge and spin: 0.0 kJ/mol


Molecular formula: C6H10ClN4O2
Method: DFT, the ωB97M-V functional and the def2-TZVPD basis

Atoms and positions in Å:
C 0.7000 -1.6322 0.9455
C -0.1918 -0.4403 1.3198
N -1.4487 -0.4375 0.7950
C -1.7832 -0.3324 -0.5312
Cl -3.3067 0.4212 -0.7601
C -0.8909 -0.3257 -1.4817
N -0.8346 -0.5904 -2.7251
O -1.2798 -1.6017 -3.3141
O -0.1152 0.3731 -3.5527
N 0.7356 0.7407 1.0005
C 0.7258 1.7425 2.1099
C 1.1734 0.8084 -0.1336
N 1.9629 0.7488 -0.9731
H 0.3166 -2.5293 1.3415
H 1.6444 -1.5805 1.5388
H 0.8051 -1.6447 -0.1240
H -0.3467 -0.4320 2.4667
H -2.1033 0.1296 1.3871
H 0.0365 -0.0926 -4.4387
H -0.2494 2.0783 2.1479
H 0.9462 1.1657 3.0332
H 1.3941 2.4894 1.8986
H 2.1097 0.9417 -1.9503

Summary:
E_HOMO (alpha / beta): -13.02 / -13.02 eV
gap between HOMO and LUMO (alpha / beta): 9.08 / 9.08 eV
E: -1063.8227 hartree
charge: +1
energy above the lowest of the compared OMol25 structures with the same formula, charge and spin: 649.6 kJ/mol
SMILES: C[C@H](NC(Cl)=C=[N+]([O-])O)N(C)C#[NH+]


Molecular formula: C26H47BF4N5O7P2
Method: DFT, the ωB97M-V functional and the def2-TZVPD basis

Atoms and positions in Å:
C 3.9581 -0.6001 -3.3301
C 2.7039 0.1214 -2.7892
C 2.1521 -0.4489 -1.4483
P 2.1526 -2.3244 -1.7896
N 1.5987 -2.8208 -3.1580
C 3.1378 0.0153 -0.3104
C 3.7709 -1.1367 0.4844
C 2.7269 1.3241 0.5017
C 3.8558 1.5632 1.5324
B 3.9734 2.8362 2.4927
O 5.2379 3.3890 2.6463
O 2.9429 3.3291 3.2326
C 2.9049 2.5630 -0.4506
F 4.0940 2.5357 -1.0390
F 2.8695 3.7147 0.2109
F 2.0030 2.6733 -1.4490
C 1.2516 1.2351 1.1186
O 0.6067 2.4701 0.7337
N 0.7340 3.6942 1.5350
O 0.1418 4.5228 1.0068
N 1.2074 1.0158 2.5548
C 0.0918 1.2356 3.4658
C -0.4763 2.5827 3.7871
O -0.2048 0.2803 4.1215
C 2.0744 0.0513 3.2346
C 2.6031 0.4828 4.5757
O 2.3314 -1.0073 2.7532
C 0.2759 0.2059 0.3104
C 0.2394 -1.2041 0.8964
C -0.5345 -1.6395 2.1260
O -0.2043 -2.5602 2.7686
F -1.6765 -0.9660 2.3644
P -1.4834 0.9890 0.2700
N -2.7258 0.1137 -0.0090
N 0.7154 0.1262 -1.1793
C -0.3488 -0.2311 -2.2414
C -1.1806 -1.5196 -2.2508
C -2.5921 -1.4288 -2.9325
C -3.1548 -0.0350 -3.2229
C -3.5818 -2.3120 -2.1368
C -5.0758 -2.0951 -2.4295
C -5.7275 -1.0894 -1.5155
C -5.9449 -1.3005 -0.2223
C -5.8289 -2.6659 0.4175
C -6.3336 -0.1762 0.6954
H 4.6564 -0.8919 -2.5420
H 4.4973 0.1102 -3.9602
H 3.7070 -1.4567 -3.9532
H 3.0092 1.1514 -2.6485
H 1.9619 0.1040 -3.5831
H 1.5501 -2.9380 -0.6811
H 3.4849 -2.7003 -1.6253
H 1.2428 -2.1215 -3.7916
H 4.0126 0.3844 -0.8501
H 4.5551 -0.7893 1.1543
H 4.3176 -1.7581 -0.2244
H 3.1076 -1.7820 1.0474
H 3.9273 0.7054 2.2048
H 4.8080 1.5248 0.9949
H 5.5327 3.9003 1.8847
H 3.1219 4.2380 3.5069
H -1.0233 2.4730 4.7203
H 0.3386 3.2970 3.9135
H -1.1367 2.9802 3.0185
H 2.4612 -0.3526 5.2622
H 3.6700 0.6950 4.4865
H 2.1058 1.3599 4.9778
H 1.2433 -1.5708 1.0845
H -0.1473 -1.8543 0.1096
H -1.3187 1.9945 -0.6942
H -1.5701 1.7150 1.4614
H -2.5982 -0.8832 -0.0696
H 0.8564 1.1194 -1.3866
H -0.9868 0.6454 -2.3471
H 0.2077 -0.1956 -3.1750
H -1.2871 -2.0283 -1.2936
H -0.6379 -2.2537 -2.8397
H -2.5130 -1.9402 -3.8979
H -3.9252 -0.1071 -3.9932
H -3.5873 0.4345 -2.3396
H -2.4137 0.6511 -3.6477
H -3.4297 -2.1877 -1.0622
H -3.3477 -3.3577 -2.3669
H -5.5688 -3.0626 -2.2701
H -5.2529 -1.8518 -3.4795
H -6.0525 -0.1385 -1.9293
H -4.7965 -2.9522 0.6423
H -6.3821 -2.6770 1.3589
H -6.2702 -3.4266 -0.2300
H -6.4529 0.7666 0.1596
H -7.2575 -0.3900 1.2422
H -5.5474 -0.0426 1.4482

Summary:
E_HOMO: -10.38 eV
gap between HOMO and LUMO: 6.98 eV
E: -2926.0047 hartree
charge: +1


Molecular formula: C22H27BO2PS
Method: DFT, the ωB97M-V functional and the def2-TZVPD basis

Atoms and positions in Å:
S 3.7130 1.4252 -1.2754
P 2.5111 -0.1254 -1.4589
C 0.6831 0.3485 -1.3339
C 0.0642 0.3247 -2.8293
O -1.2147 0.9846 -2.5352
B -1.1589 1.6665 -1.2203
C -2.0067 3.0514 -1.0019
C -3.4983 3.0057 -1.6655
C -4.1562 1.5384 -1.4683
C -4.3959 0.7408 -2.7931
C -4.9849 -0.6883 -2.7102
C -5.3033 -1.2368 -1.2956
C -5.0668 -0.4613 0.0156
C -4.4826 0.9712 -0.0703
O 0.3183 1.6774 -0.9488
H 2.6662 -0.7684 -2.7479
H 2.7389 -1.1039 -0.4090
H 0.1481 -0.4573 -0.7223
H 0.4958 1.0575 -3.6147
H -0.2430 -0.6849 -3.2648
H -1.5494 0.9694 -0.3240
H -2.1898 3.1428 0.1376
H -1.4753 4.0074 -1.3423
H -3.3551 3.2339 -2.7821
H -4.1682 3.8154 -1.2046
H -4.1190 1.2162 -3.7913
H -5.1407 -1.2981 -3.6663
H -5.7421 -2.2853 -1.2232
H -5.2725 -0.8830 1.0501
H -4.2718 1.6466 0.8236
C -1.4341 -3.9129 2.5057
C -2.3410 -4.9056 2.8647
C -3.5822 -4.9740 2.2394
C -3.9127 -4.0548 1.2474
C -3.0044 -3.0645 0.8859
C -1.7669 -2.9906 1.5177
H -0.4676 -3.8576 2.9959
H -2.0804 -5.6262 3.6334
H -4.2918 -5.7439 2.5241
H -4.8787 -4.1108 0.7561
H -3.2614 -2.3495 0.1119
H -1.0615 -2.2149 1.2393
C 8.8622 2.0064 2.7075
C 7.8740 2.9807 2.8083
C 6.7256 2.8917 2.0270
C 6.5607 1.8224 1.1513
C 7.5474 0.8463 1.0535
C 8.7001 0.9400 1.8279
H 9.7591 2.0778 3.3142
H 7.9992 3.8110 3.4960
H 5.9583 3.6549 2.1009
H 5.6630 1.7500 0.5454
H 7.4180 0.0119 0.3719
H 9.4716 0.1814 1.7471

Summary:
E_HOMO: -4.34 eV
gap between HOMO and LUMO: 7.11 eV
E: -1769.3035 hartree
charge: -1


Molecular formula: C5H8N2
Method: DFT, the ωB97M-V functional and the def2-TZVPD basis

Atoms and positions in Å:
C 0.0833 0.3871 -1.3932
C 0.0294 0.3332 0.2024
C -1.1854 -0.5174 0.5701
C -1.1457 -1.7351 -0.2598
N -1.1520 -2.7246 -0.8547
C 1.2429 0.3681 1.1044
N 0.3093 1.4919 1.0724
H -0.8691 -0.1074 -2.1067
H 0.2686 1.3983 -1.8546
H 1.5579 -0.6606 -1.6561
H -2.1042 0.0440 0.3407
H -1.2264 -0.8168 1.6229
H 2.2296 0.4842 0.6467
H 1.2553 -0.1951 2.0470
H 0.7063 2.2501 0.5185

Summary:
E_HOMO: -9.53 eV
gap between HOMO and LUMO: 9.63 eV
E: -304.6436 hartree
energy above the lowest of the compared OMol25 structures with the same formula, charge and spin: 503.9 kJ/mol


Molecular formula: C6H10O
Method: DFT, the ωB97M-V functional and the def2-TZVPD basis

Atoms and positions in Å:
C -1.3727 1.4997 0.1140
C 0.3470 0.2537 0.5148
C -0.9820 2.3097 -1.0158
C 1.2902 -1.9273 -0.2994
C 0.0857 -0.7478 1.5606
C 0.1798 -1.1419 0.1166
O -2.3029 1.3769 0.8214
H -0.0014 1.9543 -1.3857
H -1.1378 3.4039 -0.7631
H -1.8090 2.1125 -1.8042
H 2.1663 -1.9078 0.3876
H 1.7459 -1.6858 -1.3408
H 1.2068 -3.0135 -0.5914
H 1.1117 0.8339 0.0462
H 0.9880 -1.1356 2.1269
H -0.8420 -0.8055 1.9980
H -0.6735 -1.3792 -0.4858

Summary:
E_HOMO: -8.05 eV
gap between HOMO and LUMO: 8.90 eV
E: -309.7054 hartree
energy above the lowest of the compared OMol25 structures with the same formula, charge and spin: 359.6 kJ/mol